A structure of composition C23H13Cl2N7O3Sm, computed with wB97M-V/def2-TZVPD.

Its spin multiplicity is 6. For the HOMO-LUMO gap (alpha / beta), the calculation gives 7.478 / 7.473 eV. The net charge is -1. The calculation puts the LUMO energy (alpha / beta) at 2.239 / 2.235 eV. The expectation value of S² is 8.76. The calculation puts the maximum force at 0.0076 Eh/bohr. Its HOMO energy (alpha / beta) is -5.2387 / -5.2386 eV. The calculation puts the energy relative to the best compared isomer or geometry (same formula, charge and spin) at 0.0 kJ/mol.

Atoms and positions in Å:
Sm -0.20991 0.14094 0.24608
Cl 4.48937 -5.29775 -0.60189
C 3.83342 -3.68463 -0.57417
C 2.45772 -3.53286 -0.50331
C 1.85748 -2.27498 -0.48382
N 0.45744 -2.06762 -0.39771
C -0.38476 -3.11269 -0.28250
O -0.14352 -4.32078 -0.25821
C -1.87004 -2.76028 -0.16177
C -2.78710 -3.80307 -0.16554
C -4.13365 -3.50994 -0.06034
C -4.52967 -2.18675 0.05760
C -3.55285 -1.21052 0.06378
N -2.24882 -1.48395 -0.05396
C 2.69814 -1.12129 -0.52285
C 4.07792 -1.30885 -0.58054
C 4.64247 -2.57430 -0.61413
Cl 6.37682 -2.70720 -0.69743
N 2.07474 0.15264 -0.47384
C 2.81393 1.27508 -0.39300
O 4.03798 1.41312 -0.37301
C 2.02554 2.58385 -0.31315
C 2.73857 3.77376 -0.37290
C 2.04904 4.96924 -0.30922
C 0.66996 4.94669 -0.17256
C 0.03833 3.71989 -0.10825
N 0.69657 2.55834 -0.18708
H 1.84052 -4.41150 -0.46277
H -2.40641 -4.80956 -0.24857
H -4.86512 -4.30838 -0.06922
H -5.56920 -1.90337 0.14351
H -3.82366 -0.17095 0.16681
H 4.72569 -0.45180 -0.59910
H 3.81216 3.71521 -0.46791
H 2.58505 5.90856 -0.36418
H 0.08582 5.85427 -0.11553
H -1.03209 3.66127 0.00999
C 1.21067 -0.54821 2.90413
O 0.08934 0.05932 2.29741
H 1.12074 -0.53213 3.99480
H 2.13858 -0.03014 2.63224
H 1.31719 -1.59369 2.58834
N -2.16935 1.55891 -0.24850
C -3.10330 2.22885 -0.41358
C -4.22565 3.02087 -0.60001
C -4.06891 4.42621 -0.60264
N -3.89463 5.56751 -0.58901
C -5.47299 2.37392 -0.75904
N -6.46958 1.80873 -0.90345